[1]
Below is a 2-piece molecular cluster, C28H31ClN2O4 overall at a distorted geometry, with properties calculated with ωB97M-V/def2-TZVPD.

Calculated values
HOMO-LUMO gap	4.223	eV
lowest unoccupied orbital energy	-1.57	eV

Last column: Mulliken charge in e.
Element x y z (Å)
C -0.698 3.449 -2.733  -1.091
C -1.298 3.394 -1.359  -0.252
O -0.253 2.782 -0.580  -0.162
C -0.596 2.490 0.682  -0.024
C 0.474 1.735 1.387  0.799
Cl -0.071 0.607 2.458  -0.128
C 1.792 1.411 0.791  0.249
O 2.699 0.845 1.406  -0.682
O 1.967 1.712 -0.498  -0.231
C 3.289 1.309 -0.932  -0.160
C 3.257 1.615 -2.398  -1.212
O -1.675 2.798 1.175  -0.728
H -1.341 4.009 -3.405  0.422
H 0.290 3.913 -2.691  0.226
H -0.585 2.432 -3.115  0.255
H -1.528 4.383 -0.946  0.283
H -2.204 2.774 -1.327  0.305
H 4.051 1.886 -0.386  0.245
H 3.449 0.240 -0.731  0.297
H 4.238 1.450 -2.840  0.440
H 2.535 0.956 -2.887  0.262
H 2.957 2.655 -2.553  0.241
C -1.917 3.661 5.995  -1.668
C -0.443 3.695 6.045  0.083
N 0.242 4.788 6.467  0.189
C -0.385 6.024 6.898  -1.004
C 1.601 4.487 6.634  -0.251
C 1.770 3.122 6.340  1.405
C 2.971 2.502 6.696  -0.070
C 4.010 3.294 7.202  -0.937
C 3.846 4.661 7.432  -0.756
C 2.605 5.272 7.188  -0.945
C 0.492 2.635 5.840  2.103
C 0.243 1.422 5.204  -1.882
C 1.119 0.299 5.325  -0.070
C 0.940 -0.830 6.155  0.319
C -0.131 -1.090 7.134  -1.675
N 1.992 -1.676 5.969  0.150
C 2.185 -2.898 6.714  -1.040
C 2.907 -1.128 5.064  -0.010
C 2.409 0.138 4.677  1.169
C 3.218 0.986 3.935  0.579
C 4.500 0.540 3.586  -0.931
C 4.971 -0.731 3.935  -0.925
C 4.176 -1.572 4.721  -0.941
H -2.213 2.645 5.729  0.369
H -2.389 3.925 6.956  0.402
H -2.307 4.335 5.223  0.376
H 0.409 6.744 7.105  0.348
H -1.029 6.439 6.118  0.332
H -1.004 5.869 7.793  0.340
H 3.067 1.431 6.621  0.454
H 4.972 2.819 7.391  0.428
H 4.678 5.242 7.822  0.396
H 2.404 6.303 7.429  0.250
H -0.754 1.288 4.788  0.432
H -0.828 -0.244 7.121  0.387
H -0.685 -2.000 6.868  0.370
H 0.261 -1.225 8.156  0.348
H 3.095 -3.370 6.351  0.368
H 2.265 -2.706 7.792  0.325
H 1.348 -3.586 6.559  0.301
H 2.839 1.966 3.646  0.497
H 5.135 1.186 2.983  0.379
H 5.953 -1.044 3.587  0.394
H 4.525 -2.524 5.082  0.260

***

[2]
Below is C24H26BrN2O5Pb as an isolated structure, with properties calculated with ωB97M-V/def2-TZVPD.

Calculated values
total charge	+3
HOMO-LUMO gap (alpha / beta)	4.877 / 5.690	eV
lowest unoccupied orbital energy (alpha / beta)	-11.79 / -11.34	eV

Last column: Mulliken charge in e.
Element x y z (Å)
Pb 0.500 -0.816 0.267  1.661
C 1.131 2.506 1.176  -0.699
C -0.351 2.247 1.276  -0.759
O -0.638 0.895 1.683  0.111
C -0.576 0.595 3.098  -0.807
C 0.764 0.041 3.515  -0.379
O 1.010 -1.102 2.690  -0.353
C 2.245 -1.808 2.927  -0.758
C 3.391 -1.165 2.183  -0.414
O 2.985 -0.983 0.814  -0.298
C 3.665 0.066 0.108  -0.680
C 3.160 1.421 0.533  -0.547
O 1.722 1.429 0.437  0.065
H 1.595 2.566 2.163  0.415
H 1.299 3.456 0.664  0.503
H -0.831 2.366 0.305  0.129
H -0.801 2.952 1.976  0.486
H -1.341 -0.161 3.273  0.305
H -0.820 1.487 3.676  0.473
H 0.706 -0.260 4.564  0.518
H 1.572 0.769 3.408  0.191
H 2.077 -2.828 2.583  0.350
H 2.463 -1.839 3.995  0.448
H 4.259 -1.826 2.220  0.419
H 3.668 -0.206 2.623  0.330
H 3.467 -0.109 -0.951  0.176
H 4.744 0.009 0.264  0.465
H 3.585 2.194 -0.109  0.388
H 3.442 1.644 1.565  0.411
Br -6.648 1.960 0.516  0.083
C -5.236 0.817 0.439  0.096
C -5.356 -0.441 1.181  -0.352
C -4.363 -1.332 1.158  -0.932
C -3.133 -1.000 0.424  0.409
O -2.089 -1.603 0.602  -0.559
C -3.132 0.208 -0.486  0.318
C -2.059 0.285 -1.418  -1.135
N -1.806 1.419 -2.007  -0.112
C -0.847 1.621 -2.948  0.347
C -1.052 2.778 -3.710  -0.210
C -0.321 3.048 -4.864  -1.041
C 0.638 2.155 -5.265  -0.601
C 0.951 1.003 -4.492  0.663
C 1.957 0.107 -4.899  -0.620
C 2.256 -0.973 -4.113  -0.921
C 1.583 -1.100 -2.898  -0.507
N 0.627 -0.279 -2.477  0.197
C 0.259 0.742 -3.290  0.200
C -4.139 1.138 -0.353  -0.385
H -6.260 -0.625 1.746  0.485
H -4.399 -2.262 1.711  0.539
H -1.555 -0.640 -1.669  1.156
H -1.859 3.432 -3.403  0.535
H -0.532 3.930 -5.451  0.445
H 1.188 2.325 -6.184  0.466
H 2.485 0.279 -5.830  0.474
H 3.005 -1.698 -4.399  0.458
H 1.848 -1.918 -2.231  0.682
H -4.126 2.047 -0.939  0.668